[1]
A structure of composition C24H43MgNP2 in a non-equilibrium geometry, computed with the ωB97M-V functional and the def2-TZVPD basis.

Geometry as XYZ:
```
71
C24H43MgNP2 (the ωB97M-V functional and the def2-TZVPD basis)
P -0.045 1.613 -3.091
P -0.417 -2.375 -3.354
Mg -0.570 -0.756 3.036
N -1.423 0.597 4.549
C -0.805 -1.418 -0.751
C 1.597 -1.458 -1.477
C -1.096 -0.024 5.849
C 2.038 -0.101 -1.235
C -1.428 2.482 -3.900
C -1.845 -3.448 -3.322
C 3.122 2.176 4.217
C 0.765 1.652 4.017
C 2.375 0.295 2.856
C -0.295 -2.755 3.545
C -1.758 -0.304 -1.203
C 1.068 0.593 3.179
C 1.793 2.482 4.518
C -2.869 0.849 4.481
C 1.355 2.714 -3.526
C -1.256 1.053 -1.575
C 3.418 1.092 3.391
C 1.184 0.971 -0.504
C 0.308 0.171 -4.120
C 0.269 -2.015 -1.777
C 0.065 1.652 -1.313
C -0.672 1.901 4.408
C 0.905 -3.160 -4.303
C -0.840 -0.854 -4.220
H 0.584 -2.876 4.193
H 3.924 2.789 4.630
H 2.420 -2.184 -1.552
H -3.095 1.403 3.562
H -2.200 1.766 -4.217
H -0.153 -3.333 2.621
H -3.408 -0.105 4.470
H -1.875 3.218 -3.216
H 0.791 0.582 0.449
H -0.265 -1.106 0.163
H 0.372 -3.073 -1.447
H -2.078 1.776 -1.565
H -1.395 0.646 6.674
H -0.020 -0.229 5.926
H -0.983 -1.117 -5.279
H 0.460 -3.665 -5.172
H 2.429 0.351 -2.173
H -1.804 -4.115 -2.451
H -1.046 3.006 -4.787
H 2.948 -0.219 -0.610
H 1.880 1.779 -0.211
H -0.739 2.458 5.361
H 1.427 -3.897 -3.679
H 1.184 3.094 -4.543
H 2.615 -0.547 2.202
H -0.006 2.710 -1.017
H 1.628 -2.409 -4.652
H 1.523 3.327 5.154
H 1.257 -0.274 -3.772
H -1.643 -0.970 5.944
H -2.427 -0.118 -0.341
H -2.463 -0.675 -1.979
H 2.318 2.186 -3.496
H -1.196 2.495 3.639
H -1.805 -0.463 -3.855
H 4.454 0.851 3.147
H -1.440 -2.263 -0.435
H 1.388 3.566 -2.835
H -2.773 -2.860 -3.289
H -3.202 1.441 5.349
H 0.509 0.581 -5.126
H -1.199 -3.089 4.076
H -1.839 -4.060 -4.235
```

Its energy above the lowest of the compared OMol25 structures with the same formula, charge and spin is 0.0 kcal/mol. The highest occupied orbital energy comes out at -4.44 eV.

Atomic partial charges in e from the Mulliken method, atoms 1 to 5: P 1.11; P 1.05; Mg 0.86; N 0.39; C -0.89

---

[2]
A structure of composition C24H44Al2B2Br4F3I2KN3O13Si2 in a non-equilibrium geometry, computed with the ωB97M-V functional and the def2-TZVPD basis.

Geometry as XYZ:
```
100
C24H44Al2B2Br4F3I2KN3O13Si2 (the ωB97M-V functional and the def2-TZVPD basis)
I 0.102 -0.282 -2.192
I 3.457 1.709 -0.062
Br 1.965 0.785 -7.394
Br 1.921 2.224 -10.438
Br -6.715 -1.777 8.957
Br 5.184 2.677 -6.348
K 6.785 2.802 -4.478
Si -2.225 -2.833 5.181
Si -3.240 -0.608 6.969
Al -2.031 -1.309 -2.863
Al -2.515 -6.235 2.592
F -2.343 -6.124 -2.571
F 3.185 4.255 1.105
F 0.657 6.673 -9.092
O 0.024 -3.488 -1.106
O 2.146 2.810 -4.889
O 2.423 -1.269 10.346
O 0.670 0.045 10.115
O -0.864 -7.738 -0.320
O -2.883 -6.595 0.056
O -1.772 -9.790 -0.604
O -1.087 -5.459 -1.094
O 0.265 -3.990 1.716
O -1.369 3.798 -3.358
O -0.909 2.087 -5.208
O -4.243 -8.392 -0.144
O -0.890 -5.869 1.212
N 1.279 -1.019 9.950
N -2.064 -1.845 6.608
N 2.054 4.189 -1.660
C 2.629 1.767 -2.133
C -0.413 -4.459 -0.509
C 2.206 5.041 -9.067
C 0.575 -2.099 9.208
C 2.651 -0.246 -4.033
C 2.114 3.420 -8.807
C 3.920 4.210 -6.013
C -0.780 -4.054 5.117
C -2.146 2.626 -5.851
C 5.363 4.439 -3.662
C -3.323 0.724 5.650
C -2.743 0.253 8.578
C -3.794 -3.861 5.184
C -0.293 -4.710 0.903
C 1.206 3.356 -3.901
C -2.156 -1.836 3.594
C 2.197 0.239 -2.498
C 2.160 2.789 -7.427
C 1.498 2.922 -2.345
C -1.892 -8.596 -0.383
C -4.962 -1.299 7.238
C 2.343 3.705 -6.040
C -3.128 -7.896 -0.153
C 4.289 5.118 -4.698
B -0.385 3.026 -4.197
B -1.431 -6.415 -0.036
H -3.750 -4.616 4.389
H 4.794 6.123 -5.090
H 0.465 2.731 -1.829
H -3.909 1.574 6.011
H 3.267 -1.260 -3.955
H -2.718 -0.459 9.409
H -1.757 0.718 8.483
H -5.615 -0.527 7.660
H 3.274 5.458 -4.196
H 3.090 4.239 -1.772
H 1.757 4.195 -0.656
H 1.728 -0.433 -4.728
H -2.042 -2.505 2.735
H 5.190 4.968 -2.610
H 1.479 5.682 -8.411
H 1.304 4.543 -3.972
H -0.960 4.668 -3.069
H 3.555 2.052 -2.814
H -0.866 -4.690 4.230
H -2.556 1.856 -6.664
H -0.417 -1.743 8.922
H 0.176 -3.522 5.065
H 5.219 3.292 -3.474
H 3.412 0.565 -4.466
H 1.887 5.224 -10.195
H 1.171 -2.334 8.324
H -3.919 -4.382 6.137
H 4.033 4.931 -6.957
H 1.564 4.574 -6.135
H 0.497 -2.960 9.875
H -4.680 -3.249 4.999
H -4.942 -2.141 7.937
H -3.468 1.036 8.821
H -3.803 0.362 4.738
H -2.321 1.087 5.399
H -5.418 -1.630 6.303
H -3.031 2.782 -5.094
H -1.305 -1.149 3.599
H -0.775 -4.698 6.002
H -1.828 3.648 -6.368
H 6.461 4.702 -3.977
H 3.329 5.421 -8.975
H -3.072 -1.260 3.436
H 2.828 -0.471 -1.774
```

Its total charge is +1. The highest occupied orbital energy comes out at -9.88 eV.

Atomic partial charges in e from the Mulliken method, atoms 1 to 5: I 0.47; I 0.34; Br -0.05; Br -0.14; Br -0.15

---

[3]
A structure of composition C24H44AlCl28O in a non-equilibrium geometry, computed with the ωB97M-V functional and the def2-TZVPD basis.

Geometry as XYZ:
```
98
C24H44AlCl28O (the ωB97M-V functional and the def2-TZVPD basis)
Cl 4.355 7.743 -0.453
Cl 2.884 7.584 2.073
Cl -2.423 6.025 1.613
Cl 0.338 5.093 1.399
Cl 3.959 1.152 2.377
Cl -2.931 3.942 -3.569
Cl 7.313 1.734 -1.026
Cl -2.327 -0.685 7.777
Cl -5.319 -4.718 -4.894
Cl 11.982 2.146 -0.986
Cl -2.236 -2.147 -5.878
Cl -1.031 -7.392 -4.502
Cl -5.586 -2.144 1.381
Cl 10.281 4.084 -2.360
Cl 5.390 3.789 -0.223
Cl 7.658 -3.488 -2.776
Cl -0.500 -3.585 7.048
Cl 5.679 -0.960 1.313
Cl -3.797 -6.429 -0.439
Cl -3.774 -4.591 -7.371
Cl -1.383 0.468 -6.896
Cl -2.336 -4.178 0.731
Cl 1.052 -1.537 8.443
Cl -3.297 -0.473 -1.899
Cl -4.339 0.850 6.310
Cl 6.037 -1.054 -2.675
Cl -1.836 -4.906 -3.181
Cl -0.963 1.788 -3.741
Al -3.614 0.497 1.401
O 0.972 -0.176 -0.523
C 0.653 -3.257 8.343
C -3.977 -0.662 7.141
C -5.000 -2.670 -1.477
C 0.648 1.492 1.203
C -2.161 -1.004 3.571
C 6.601 3.310 -1.418
C -4.328 -1.454 -0.850
C -1.861 1.123 0.598
C -4.940 3.186 1.033
C -0.770 6.210 2.204
C 10.674 2.371 -2.153
C 3.346 6.733 0.595
C 0.995 0.000 0.916
C -1.519 -0.580 -5.474
C -4.775 -5.604 -6.321
C 6.313 -2.655 -1.982
C -1.562 3.282 -4.469
C -2.652 -5.913 0.808
C -4.983 1.984 1.638
C -1.124 -5.626 -4.623
C -4.470 -1.088 0.432
C 5.019 0.665 1.054
C -3.198 -0.177 3.298
C -0.829 1.696 1.603
H 4.451 0.670 0.129
H -4.065 3.504 0.472
H -1.738 -5.369 -5.481
H -5.791 3.863 1.156
H -3.810 0.126 4.158
H 2.008 -0.295 1.228
H -1.416 0.359 -0.053
H 7.389 4.054 -1.438
H -4.762 -2.714 -2.546
H -0.754 6.004 3.268
H 1.563 -3.814 8.149
H -0.123 -5.233 -4.753
H 0.218 -0.646 1.334
H -0.945 1.330 2.627
H 6.545 -2.540 -0.930
H -2.148 -0.095 -4.747
H -4.670 -0.785 7.966
H -5.818 1.809 2.330
H -5.644 -5.938 -6.876
H -1.743 -1.577 2.742
H -4.185 -6.457 -6.002
H -2.112 1.953 -0.089
H -0.440 7.225 2.014
H -1.718 -6.444 0.663
H 0.219 -3.569 9.286
H -0.760 4.011 -4.472
H -1.777 -1.128 4.588
H 5.414 -3.247 -2.105
H 0.970 2.092 0.344
H 6.126 3.242 -2.390
H 1.263 1.797 2.065
H -3.070 -6.149 1.781
H -0.529 -0.743 -5.065
H 9.792 1.852 -1.796
H 0.199 -0.688 -0.757
H -4.584 -3.585 -1.042
H -6.075 -2.677 -1.301
H 5.835 1.366 0.993
H 2.446 6.458 0.058
H -0.997 2.784 1.645
H -4.087 -1.479 6.433
H 10.984 1.964 -3.109
H 3.905 5.846 0.865
H -1.879 3.069 -5.484
```

Its energy above the lowest of the compared OMol25 structures with the same formula, charge and spin is 20.9 kcal/mol. Its total charge is -1. The highest occupied orbital energy comes out at -5.04 eV.

Atomic partial charges in e from the Mulliken method, atoms 1 to 5: Cl -0.18; Cl -0.17; Cl -0.12; Cl -0.10; Cl -0.15

---

[4]
A structure of composition C24H44AlFINO3P in a non-equilibrium geometry, computed with the ωB97M-V functional and the def2-TZVPD basis.

Geometry as XYZ:
```
76
C24H44AlFINO3P (the ωB97M-V functional and the def2-TZVPD basis)
I -2.194 -5.614 0.977
P 2.266 -5.277 2.767
Al 2.472 -3.004 2.251
F 0.578 -2.039 6.486
O 0.936 -1.751 -2.477
O 3.728 -1.802 -1.690
O 2.331 -6.090 1.245
N 0.614 -5.460 3.392
C 0.077 -0.675 -2.025
C -2.313 0.590 -2.228
C -1.798 -3.460 1.325
C 0.584 -2.301 1.871
C -1.347 -0.579 -2.639
C 0.490 0.381 -0.973
C -2.243 5.947 -3.310
C 2.678 -2.371 5.181
C 1.920 -1.091 -3.342
C 3.279 -0.719 -2.526
C -2.761 3.470 0.660
C -1.893 1.687 -1.173
C -4.406 2.053 -0.733
C 3.263 -1.862 3.757
C -1.143 3.657 -3.744
C -3.151 3.951 -1.953
C 3.357 -1.610 -0.296
C -0.702 5.006 -1.470
C 1.589 -1.299 5.724
C -0.272 -3.171 0.823
C -0.485 1.525 -0.556
C 3.762 -2.871 0.652
C -1.798 4.567 -2.555
C -2.963 2.823 -0.827
H -0.386 -2.579 -0.166
H 4.063 -0.496 -3.347
H -4.262 1.101 -0.094
H -0.293 3.061 -3.230
H -3.334 0.581 -2.732
H 3.553 -2.476 5.908
H 2.143 -0.561 6.396
H -3.741 3.492 -2.834
H 0.413 -4.587 3.910
H -5.156 2.762 -0.237
H 1.492 -6.004 0.740
H -2.976 4.594 0.680
H 0.673 -1.204 1.516
H -2.531 -2.916 0.614
H -0.109 2.276 0.213
H 0.237 -4.162 0.520
H 2.142 -1.702 -4.294
H -4.795 1.799 -1.793
H -0.653 4.283 -4.561
H 3.854 -0.639 0.090
H 0.536 -6.282 4.019
H -0.936 6.062 -1.059
H -1.972 -3.174 2.417
H 4.419 -1.889 3.730
H 0.295 5.134 -2.050
H 1.122 -0.729 4.846
H -3.516 2.967 1.378
H -2.748 6.683 -2.584
H 4.821 -2.684 1.050
H -1.641 -1.394 -3.392
H 3.153 0.282 -1.957
H -1.888 2.875 -4.136
H 2.948 -0.763 3.545
H 2.209 -1.565 -0.259
H -1.724 3.278 1.092
H -0.491 4.240 -0.655
H 1.525 0.373 -0.468
H 3.713 -3.825 0.024
H 2.143 -3.371 4.980
H -1.346 6.443 -3.849
H 1.419 -0.120 -3.715
H -2.988 5.671 -4.131
H -0.021 -2.262 2.851
H -3.818 4.816 -1.568
```

Its total charge is -1. The highest occupied orbital energy comes out at -3.53 eV.

Atomic partial charges in e from the Mulliken method, atoms 1 to 5: I -0.09; P 0.01; Al -1.04; F -0.35; O -0.49

---

[5]
A structure of composition C24H44Br16NO8PS in a non-equilibrium geometry, computed with the ωB97M-V functional and the def2-TZVPD basis.

Geometry as XYZ:
```
95
C24H44Br16NO8PS (the ωB97M-V functional and the def2-TZVPD basis)
Br -2.203 7.426 2.240
Br -2.806 0.423 6.237
Br -3.654 -3.216 -4.216
Br 2.117 0.587 4.916
Br -1.313 -9.353 -8.472
Br 2.285 -1.945 -2.486
Br 5.724 -0.123 5.257
Br 5.217 4.449 3.094
Br 1.405 6.716 2.580
Br -3.963 -1.450 -0.988
Br -6.145 0.648 4.676
Br 5.894 -6.265 -5.860
Br 2.520 -6.653 -4.409
Br -1.916 -6.238 -6.584
Br -0.353 -4.369 -1.594
Br 5.526 2.682 -0.134
S -2.951 -1.423 2.993
P -3.305 -0.852 1.162
O 1.024 3.467 1.803
O -3.821 2.036 1.414
O -4.975 -1.176 0.715
O -2.328 -1.860 0.075
O 1.890 0.808 0.611
O -3.720 4.507 1.006
O -0.145 4.234 3.756
O -1.727 2.987 0.594
N -0.613 0.756 0.152
C 0.433 7.574 1.123
C 5.161 -5.558 -4.196
C 4.257 -6.566 -3.525
C 1.080 -2.958 -3.637
C -1.437 1.601 1.092
C 0.663 0.238 0.773
C -0.944 1.875 2.629
C -4.487 1.084 6.974
C -0.357 1.429 -1.179
C 0.682 -1.158 1.695
C 4.830 4.463 0.253
C 5.646 5.148 1.324
C -5.653 0.239 6.519
C 4.753 0.735 3.799
C -3.534 -0.751 -2.758
C -0.664 8.469 1.649
C -0.040 -8.131 -7.640
C -0.302 -3.054 -3.033
C -0.561 -7.616 -6.319
C 3.656 1.630 4.325
C -4.350 -1.436 -3.829
C -3.142 3.302 0.983
C 0.055 3.204 2.684
C -2.962 0.996 0.826
H 5.402 6.213 1.373
H 0.867 -8.724 -7.492
H -5.227 -0.436 0.057
H 0.138 0.608 -1.887
H -0.660 -2.109 -2.615
H 1.546 -3.932 -3.810
H -0.352 9.087 2.496
H 4.037 -6.262 -2.498
H -3.195 1.127 -0.337
H 0.448 2.294 -1.080
H -0.025 -1.101 2.625
H 6.726 5.033 1.188
H 1.051 -2.401 -4.578
H -4.572 2.135 6.684
H -1.022 -3.415 -3.772
H -5.456 -0.836 6.565
H 4.902 5.007 -0.693
H -1.326 1.828 -1.721
H -1.917 2.206 3.236
H 0.419 5.047 3.507
H 0.164 -7.339 -8.366
H -4.279 -0.891 -4.775
H 3.272 2.277 3.531
H 3.968 2.248 5.172
H -3.778 0.314 -2.709
H 0.237 -7.124 -5.755
H -1.048 9.116 0.855
H -6.547 0.465 7.108
H 1.779 -1.363 2.062
H -0.519 0.944 3.196
H 1.186 8.159 0.587
H -2.771 -2.779 0.012
H 4.659 -4.618 -4.441
H -5.404 -1.555 -3.562
H 4.388 -0.063 3.146
H -1.013 -8.393 -5.696
H 0.247 -1.994 0.986
H 0.068 6.776 0.469
H -2.455 -0.865 -2.893
H -4.365 1.020 8.059
H 6.033 -5.346 -3.570
H 5.505 1.321 3.263
H 4.664 -7.580 -3.521
H 3.776 4.343 0.520
```

The highest occupied orbital energy comes out at -8.02 eV.

Atomic partial charges in e from the Mulliken method, atoms 1 to 5: Br -0.10; Br -0.11; Br -0.15; Br -0.16; Br -0.16